# 1
{
  "formula": "C52H120O13",
  "method": "the ωB97M-V functional and the def2-TZVPD basis",
  "gap_ev": 9.99,
  "max_force_ev_per_a": 3.05,
  "species": ["C", "C", "C", "O", "C", "H", "H", "H", "H", "H", "H", "H", "H", "C", "C", "C", "O", "C", "H", "H", "H", "H", "H", "H", "H", "H", "C", "C", "C", "O", "C", "H", "H", "H", "H", "H", "H", "H", "H", "C", "C", "C", "O", "C", "H", "H", "H", "H", "H", "H", "H", "H", "C", "C", "C", "O", "C", "H", "H", "H", "H", "H", "H", "H", "H", "C", "C", "O", "C", "C", "H", "H", "H", "H", "H", "H", "H", "H", "H", "H", "C", "C", "O", "C", "C", "H", "H", "H", "H", "H", "H", "H", "H", "H", "H", "C", "C", "O", "C", "C", "H", "H", "H", "H", "H", "H", "H", "H", "H", "H", "C", "C", "O", "C", "C", "H", "H", "H", "H", "H", "H", "H", "H", "H", "H", "C", "C", "O", "C", "C", "H", "H", "H", "H", "H", "H", "H", "H", "H", "H", "C", "C", "O", "C", "C", "H", "H", "H", "H", "H", "H", "H", "H", "H", "H", "C", "C", "O", "C", "C", "H", "H", "H", "H", "H", "H", "H", "H", "H", "H", "C", "C", "O", "C", "C", "H", "H", "H", "H", "H", "H", "H", "H", "H", "H"],
  "coordinates": [[1.865, 3.946, 3.126], [3.263, 3.913, 2.574], [4.129, 4.146, 3.830], [3.326, 3.663, 4.924], [2.028, 3.229, 4.477], [1.109, 3.474, 2.502], [1.605, 4.975, 3.283], [3.502, 4.661, 1.763], [3.624, 2.951, 2.115], [4.443, 5.204, 3.884], [5.054, 3.514, 3.801], [1.189, 3.633, 5.126], [1.987, 2.121, 4.337], [-3.184, 4.782, -0.107], [-3.578, 5.126, 1.339], [-2.390, 5.725, 1.980], [-1.706, 6.342, 0.887], [-1.652, 5.305, -0.069], [-3.623, 5.499, -0.829], [-3.270, 3.768, -0.457], [-3.948, 4.231, 1.876], [-4.430, 5.841, 1.300], [-1.713, 4.976, 2.399], [-2.722, 6.444, 2.710], [-0.940, 4.558, 0.178], [-1.320, 5.694, -1.019], [-1.273, -0.894, 0.779], [0.084, -1.509, 0.457], [1.040, -0.353, 0.527], [0.479, 0.564, 1.414], [-0.922, 0.598, 1.023], [-1.713, -1.319, 1.666], [-2.073, -1.060, 0.089], [0.083, -2.032, -0.447], [0.352, -2.236, 1.226], [1.334, -0.043, -0.487], [1.990, -0.560, 1.054], [-0.979, 1.168, 0.094], [-1.507, 1.171, 1.876], [3.294, -4.300, -0.099], [4.132, -3.141, 0.452], [4.059, -2.149, -0.681], [2.771, -2.324, -1.223], [2.479, -3.754, -1.223], [2.647, -4.747, 0.680], [4.023, -5.038, -0.423], [5.194, -3.404, 0.595], [3.665, -2.617, 1.263], [4.831, -2.225, -1.431], [4.089, -1.047, -0.397], [2.831, -4.115, -2.253], [1.427, -3.868, -0.947], [4.018, 0.290, 3.262], [4.781, -0.798, 4.060], [5.820, -1.332, 3.123], [5.419, -0.884, 1.781], [4.805, 0.422, 1.950], [4.063, 1.201, 3.853], [2.960, 0.006, 3.117], [4.108, -1.627, 4.274], [5.220, -0.499, 4.992], [5.798, -2.380, 3.059], [6.824, -0.881, 3.385], [4.128, 0.422, 1.098], [5.599, 1.265, 2.026], [1.287, -6.918, -2.960], [1.036, -5.858, -4.030], [0.081, -4.887, -3.588], [-0.550, -4.227, -4.682], [-1.117, -2.892, -4.110], [2.004, -7.699, -3.263], [1.593, -6.514, -2.018], [0.322, -7.407, -2.737], [2.037, -5.390, -4.292], [0.720, -6.357, -4.953], [0.222, -3.922, -5.383], [-1.211, -4.882, -5.201], [-1.489, -2.235, -4.948], [-0.313, -2.468, -3.532], [-1.974, -3.154, -3.567], [1.720, 3.738, -1.950], [2.642, 2.753, -1.237], [3.989, 2.983, -1.606], [4.956, 2.137, -1.044], [6.147, 2.042, -1.990], [0.663, 3.421, -1.751], [1.779, 4.717, -1.497], [1.943, 3.745, -3.082], [2.484, 2.819, -0.128], [2.304, 1.685, -1.427], [5.271, 2.450, -0.048], [4.646, 1.090, -0.936], [5.794, 1.673, -3.018], [6.947, 1.315, -1.699], [6.637, 3.015, -2.110], [-6.118, 2.120, 5.925], [-4.918, 1.917, 6.892], [-3.761, 1.442, 6.233], [-3.201, 2.387, 5.294], [-1.752, 2.006, 5.014], [-5.843, 2.879, 5.142], [-6.426, 1.189, 5.466], [-6.933, 2.495, 6.515], [-4.737, 2.846, 7.471], [-5.036, 1.137, 7.624], [-3.792, 2.520, 4.403], [-3.169, 3.328, 5.781], [-1.289, 2.619, 4.247], [-1.573, 1.090, 4.500], [-1.113, 2.053, 5.899], [-1.317, 1.288, -2.545], [-1.420, 2.345, -3.660], [-2.120, 3.475, -3.166], [-2.537, 4.312, -4.256], [-3.558, 5.234, -3.723], [-0.517, 0.578, -2.863], [-0.901, 1.727, -1.601], [-2.291, 0.790, -2.430], [-0.428, 2.695, -3.936], [-1.899, 1.851, -4.486], [-1.645, 4.729, -4.750], [-3.073, 3.690, -5.004], [-4.434, 4.688, -3.482], [-3.830, 5.943, -4.515], [-3.217, 5.840, -2.875], [-6.066, -4.278, -6.712], [-6.700, -4.336, -5.389], [-6.304, -3.221, -4.535], [-5.220, -3.502, -3.723], [-4.941, -2.305, -2.811], [-6.167, -5.192, -7.254], [-6.642, -3.612, -7.320], [-5.011, -4.054, -6.709], [-7.808, -4.311, -5.452], [-6.374, -5.234, -4.908], [-5.390, -4.386, -3.025], [-4.351, -3.830, -4.309], [-4.657, -1.515, -3.538], [-4.176, -2.471, -2.014], [-5.900, -1.958, -2.374], [3.932, 2.297, -4.860], [3.260, 1.173, -4.154], [3.429, 0.015, -4.921], [2.482, -0.990, -4.831], [2.858, -2.001, -5.893], [4.003, 3.171, -4.264], [4.897, 2.003, -5.335], [3.315, 2.611, -5.766], [3.604, 1.028, -3.140], [2.158, 1.335, -4.088], [2.469, -1.461, -3.800], [1.473, -0.621, -5.100], [3.795, -2.370, -5.664], [2.700, -1.524, -6.877], [2.293, -2.907, -5.880], [-5.743, 1.606, 0.780], [-4.325, 0.898, 0.841], [-4.043, 0.321, 2.094], [-4.751, -0.824, 2.384], [-4.150, -1.556, 3.624], [-5.980, 2.315, 1.649], [-5.821, 2.201, -0.143], [-6.551, 0.869, 0.703], [-4.248, 0.174, -0.009], [-3.581, 1.679, 0.670], [-5.824, -0.614, 2.557], [-4.591, -1.488, 1.592], [-4.133, -0.866, 4.476], [-3.138, -1.889, 3.497], [-4.812, -2.433, 3.761], [3.573, -5.763, 5.178], [3.074, -4.713, 4.209], [2.131, -3.840, 4.789], [1.595, -2.971, 3.854], [0.843, -1.862, 4.528], [3.819, -5.291, 6.095], [2.819, -6.509, 5.313], [4.478, -6.198, 4.853], [3.983, -4.191, 3.700], [2.684, -5.292, 3.388], [2.460, -2.569, 3.310], [1.046, -3.569, 3.151], [0.061, -2.333, 5.279], [0.395, -1.340, 3.663], [1.517, -1.181, 5.039]]
}


# 2
{
  "formula": "C52H128F6N19O16P5S2",
  "method": "the ωB97M-V functional and the def2-TZVPD basis",
  "gap_ev": 7.29,
  "max_force_ev_per_a": 7.18,
  "species": ["C", "C", "C", "O", "C", "N", "H", "H", "H", "H", "H", "H", "H", "H", "H", "H", "H", "H", "C", "F", "F", "F", "S", "O", "O", "N", "S", "O", "O", "C", "F", "F", "F", "N", "C", "C", "C", "C", "H", "H", "H", "H", "H", "N", "C", "C", "C", "C", "H", "H", "H", "H", "H", "O", "P", "N", "C", "C", "N", "C", "C", "N", "C", "C", "H", "H", "H", "H", "H", "H", "H", "H", "H", "H", "H", "H", "H", "H", "H", "H", "H", "H", "O", "P", "N", "C", "C", "N", "C", "C", "N", "C", "C", "H", "H", "H", "H", "H", "H", "H", "H", "H", "H", "H", "H", "H", "H", "H", "H", "H", "H", "O", "P", "N", "C", "C", "N", "C", "C", "N", "C", "C", "H", "H", "H", "H", "H", "H", "H", "H", "H", "H", "H", "H", "H", "H", "H", "H", "H", "H", "O", "P", "N", "C", "C", "N", "C", "C", "N", "C", "C", "H", "H", "H", "H", "H", "H", "H", "H", "H", "H", "H", "H", "H", "H", "H", "H", "H", "H", "O", "P", "N", "C", "C", "N", "C", "C", "N", "C", "C", "H", "H", "H", "H", "H", "H", "H", "H", "H", "H", "H", "H", "H", "H", "H", "H", "H", "H", "C", "C", "O", "C", "O", "O", "C", "H", "H", "H", "H", "H", "H", "H", "H", "C", "C", "O", "C", "O", "O", "C", "H", "H", "H", "H", "H", "H", "H", "H"],
  "coordinates": [[4.123, -0.097, -1.162], [2.858, -0.944, -0.817], [1.571, -0.129, -1.083], [0.450, -0.991, -0.778], [-0.722, -0.479, -1.330], [2.828, -2.151, -1.719], [3.579, -2.824, -1.674], [2.007, -2.692, -1.486], [2.701, -1.893, -2.687], [5.067, -0.627, -1.032], [4.156, 0.791, -0.531], [4.085, 0.287, -2.181], [2.988, -1.354, 0.184], [1.558, 0.294, -2.088], [1.504, 0.812, -0.536], [-1.368, -1.355, -1.386], [-0.606, -0.022, -2.312], [-1.175, 0.232, -0.640], [5.548, -6.777, -4.328], [4.520, -6.972, -3.519], [5.510, -7.737, -5.277], [5.461, -5.543, -4.894], [7.200, -6.890, -3.174], [7.369, -8.339, -2.946], [8.316, -6.233, -3.843], [6.743, -5.957, -1.832], [7.525, -6.612, -0.726], [6.879, -7.787, -0.114], [8.966, -6.582, -0.842], [7.360, -5.268, 0.668], [8.000, -5.582, 1.753], [7.994, -4.115, 0.304], [6.061, -5.047, 0.956], [-9.157, -1.805, -3.487], [-8.363, -1.325, -4.491], [-9.121, -1.226, -5.643], [-10.477, -1.684, -5.264], [-10.451, -2.008, -3.944], [-8.844, -1.955, -2.538], [-7.330, -1.053, -4.327], [-8.819, -0.909, -6.631], [-11.320, -1.637, -5.938], [-11.240, -2.292, -3.263], [9.023, -1.197, -5.094], [8.089, -0.513, -5.779], [8.461, 0.803, -5.865], [9.708, 0.881, -5.150], [10.029, -0.350, -4.684], [9.042, -2.200, -4.970], [7.235, -1.069, -6.137], [7.905, 1.613, -6.314], [10.265, 1.733, -4.790], [10.880, -0.773, -4.172], [1.388, -0.967, -6.930], [0.503, -0.937, -8.144], [1.217, -0.727, -9.717], [2.463, 0.018, -9.904], [0.479, -0.815, -10.988], [-0.519, 0.388, -8.073], [-1.743, 0.469, -8.874], [-0.067, 1.663, -7.362], [-0.457, -2.333, -8.319], [0.043, -3.543, -8.940], [-1.702, -2.582, -7.550], [3.166, -0.083, -9.077], [2.211, 1.078, -9.932], [2.995, -0.317, -10.794], [1.123, -1.114, -11.815], [-0.020, 0.100, -11.309], [-0.323, -1.544, -10.870], [-1.746, 1.253, -9.631], [-1.940, -0.485, -9.364], [-2.620, 0.573, -8.235], [0.503, 1.436, -6.462], [0.480, 2.158, -8.165], [-0.979, 2.245, -7.225], [0.873, -3.400, -9.632], [0.506, -4.241, -8.242], [-0.705, -4.161, -9.437], [-1.402, -2.880, -6.545], [-2.303, -3.395, -7.958], [-2.246, -1.637, -7.520], [-0.839, -6.455, -0.995], [-1.524, -7.629, -0.408], [-2.937, -8.094, -1.251], [-4.078, -7.152, -1.390], [-2.761, -8.839, -2.460], [-2.097, -7.427, 1.190], [-3.329, -8.113, 1.735], [-1.468, -6.421, 2.069], [-0.600, -9.034, -0.226], [0.879, -8.929, -0.110], [-1.217, -10.223, 0.324], [-4.082, -6.567, -2.310], [-4.004, -6.429, -0.577], [-5.031, -7.676, -1.460], [-2.197, -9.760, -2.315], [-2.018, -8.308, -3.054], [-3.656, -8.985, -3.066], [-4.090, -7.333, 1.738], [-3.733, -8.890, 1.085], [-3.156, -8.476, 2.748], [-0.504, -6.743, 2.464], [-1.172, -5.508, 1.552], [-2.070, -6.194, 2.949], [1.266, -7.917, -0.231], [1.175, -9.235, 0.894], [1.221, -9.699, -0.802], [-1.124, -10.231, 1.409], [-0.665, -11.066, -0.092], [-2.257, -10.187, -0.001], [8.149, 4.982, 7.582], [6.918, 4.192, 7.662], [5.895, 4.380, 6.353], [4.457, 4.151, 6.351], [6.564, 4.280, 5.060], [5.973, 4.692, 8.987], [5.205, 5.941, 8.993], [5.918, 3.932, 10.206], [7.030, 2.489, 7.782], [8.284, 1.720, 7.458], [5.843, 1.513, 7.929], [4.278, 3.096, 6.145], [3.849, 4.715, 5.645], [3.994, 4.412, 7.303], [6.996, 3.294, 4.888], [7.412, 4.964, 5.087], [5.829, 4.495, 4.284], [5.107, 6.418, 8.018], [4.242, 5.637, 9.401], [5.694, 6.555, 9.750], [5.156, 3.154, 10.170], [6.858, 3.396, 10.334], [5.797, 4.595, 11.062], [9.100, 2.439, 7.384], [8.443, 0.970, 8.232], [8.280, 1.222, 6.488], [4.915, 2.022, 8.193], [6.072, 0.873, 8.781], [5.691, 0.903, 7.039], [-1.774, 5.751, 1.330], [-2.104, 7.050, 0.616], [-1.032, 7.588, -0.599], [0.411, 7.315, -0.564], [-1.378, 8.730, -1.552], [-2.276, 8.356, 1.691], [-2.996, 9.555, 1.317], [-1.295, 8.553, 2.792], [-3.665, 7.088, -0.205], [-4.881, 7.033, 0.545], [-3.877, 6.363, -1.510], [0.802, 6.781, -1.430], [0.591, 6.759, 0.356], [1.018, 8.214, -0.456], [-2.196, 8.332, -2.153], [-0.501, 9.047, -2.116], [-1.669, 9.622, -0.998], [-3.765, 9.883, 2.016], [-2.186, 10.277, 1.222], [-3.416, 9.453, 0.316], [-1.484, 9.345, 3.517], [-1.191, 7.567, 3.246], [-0.327, 8.781, 2.348], [-5.690, 7.537, 0.016], [-5.166, 5.997, 0.728], [-4.724, 7.545, 1.495], [-4.590, 5.541, -1.446], [-2.987, 5.893, -1.929], [-4.143, 7.086, -2.280], [-8.864, -0.958, 3.019], [-9.139, -0.165, 4.331], [-8.849, -1.028, 5.777], [-8.025, -2.259, 5.679], [-8.940, -0.364, 7.138], [-10.803, 0.230, 4.544], [-11.344, 1.288, 3.665], [-11.766, -0.653, 5.157], [-8.258, 1.317, 4.432], [-6.801, 1.125, 4.324], [-8.487, 2.365, 5.389], [-8.150, -2.819, 4.753], [-8.309, -2.947, 6.476], [-6.971, -2.042, 5.849], [-8.963, -1.134, 7.909], [-9.857, 0.212, 7.264], [-8.056, 0.266, 7.241], [-12.424, 1.436, 3.674], [-10.987, 2.281, 3.939], [-11.061, 1.115, 2.627], [-12.739, -0.501, 4.688], [-11.408, -1.675, 5.033], [-11.816, -0.451, 6.226], [-6.276, 2.031, 4.024], [-6.437, 0.766, 5.287], [-6.653, 0.284, 3.646], [-7.788, 2.283, 6.222], [-9.554, 2.309, 5.606], [-8.345, 3.377, 5.010], [7.520, 6.293, -3.728], [7.203, 7.557, -4.505], [7.306, 7.263, -5.877], [6.300, 6.747, -6.597], [5.320, 6.250, -6.066], [6.505, 6.815, -7.892], [5.472, 6.447, -8.804], [7.246, 6.283, -2.673], [8.585, 6.072, -3.658], [7.038, 5.400, -4.127], [7.897, 8.343, -4.208], [6.281, 8.062, -4.218], [5.535, 5.433, -9.200], [5.627, 6.920, -9.774], [4.435, 6.655, -8.537], [-2.369, -5.582, 9.305], [-1.398, -4.401, 9.228], [-1.856, -3.580, 8.206], [-0.993, -2.710, 7.736], [0.195, -2.670, 7.933], [-1.662, -1.981, 6.842], [-0.835, -1.308, 5.887], [-2.532, -5.968, 8.299], [-3.340, -5.283, 9.700], [-1.979, -6.397, 9.915], [-0.344, -4.619, 9.060], [-1.425, -4.021, 10.249], [-0.597, -0.297, 6.219], [-1.300, -1.176, 4.910], [0.097, -1.851, 5.723]]
}